Computed, not measured: C35H43ClN2Si2Y as an isolated structure, with wB97M-V/def2-TZVPD.

XYZ file:
```
84
Properties=species:S:1:pos:R:3
C 3.369 2.712 2.804
C 2.692 1.486 3.118
C 2.878 0.586 2.027
H 2.230 1.243 4.079
C 3.660 1.254 1.031
C 3.962 2.563 1.505
H 4.633 3.280 1.033
H 3.541 3.541 3.496
H 2.570 -0.457 1.998
H 4.023 0.800 0.109
Y 1.518 2.486 1.204
Si -1.338 -2.541 -1.907
C -3.141 -2.943 -1.703
C -4.098 -2.628 -2.675
H -3.827 -1.996 -3.523
C -5.397 -3.135 -2.556
H -6.138 -2.906 -3.324
C -5.751 -3.937 -1.466
H -6.755 -4.356 -1.393
C -4.813 -4.198 -0.468
H -5.083 -4.798 0.401
C -3.516 -3.692 -0.575
H -2.785 -3.881 0.219
C -0.736 -3.199 -3.531
C -0.984 -4.570 -3.712
H -1.562 -5.133 -2.972
C -0.465 -5.239 -4.825
H -0.629 -6.310 -4.930
C 0.268 -4.537 -5.783
H 0.676 -5.064 -6.648
C 0.486 -3.166 -5.616
H 1.061 -2.622 -6.369
C -0.001 -2.490 -4.494
H 0.186 -1.422 -4.358
H -0.677 -3.457 -0.957
Si -0.358 -0.661 -0.720
C 1.424 -1.279 -0.811
C 1.854 -2.491 -0.216
H 1.246 -2.992 0.551
C 3.040 -3.109 -0.642
H 3.317 -4.081 -0.236
C 3.861 -2.496 -1.593
H 4.749 -3.007 -1.972
C 3.532 -1.216 -2.041
H 4.199 -0.685 -2.718
C 2.337 -0.610 -1.640
H 2.112 0.395 -2.002
C -1.200 -0.867 0.925
C -0.442 -1.295 2.026
H 0.654 -1.266 1.992
C -1.073 -1.818 3.156
H -0.463 -2.161 3.992
C -2.463 -1.933 3.203
H -2.949 -2.429 4.044
C -3.231 -1.406 2.159
H -4.321 -1.460 2.198
C -2.604 -0.834 1.048
H -3.220 -0.421 0.242
H -1.227 -0.479 -1.893
Cl -0.051 1.604 -0.821
C -1.461 2.419 2.610
N -0.263 3.291 2.618
C 0.189 3.482 4.021
C -0.600 4.618 1.995
C 0.643 5.484 1.760
N 1.610 4.857 0.802
C 1.076 4.904 -0.590
C 2.885 5.608 0.843
H -1.218 1.435 3.038
H -2.267 2.887 3.200
H -1.806 2.273 1.578
H -0.583 4.022 4.595
H 0.368 2.508 4.486
H 1.123 4.061 4.057
H -1.150 4.436 1.058
H -1.281 5.155 2.681
H 0.314 6.456 1.350
H 1.171 5.689 2.702
H 0.791 5.940 -0.856
H 1.855 4.567 -1.288
H 0.205 4.243 -0.699
H 3.284 5.596 1.862
H 3.614 5.144 0.170
H 2.718 6.650 0.537
```

- LUMO level: -3.23 eV
- Net charge: +1
- HOMO level: -0.274 hartree

---

Computed, not measured: C33H54Cl2N2NdO2P2 as an isolated structure, with wB97M-V/def2-TZVPD.

XYZ file:
```
96
Properties=species:S:1:pos:R:3
Nd 0.000 0.000 0.000
Cl -0.058 0.629 -2.369
P -2.340 -0.333 -0.228
C -2.823 -1.215 -1.828
C -3.288 -1.265 1.082
C -3.129 1.353 -0.453
C -1.835 -2.282 -2.278
H -2.772 -0.406 -2.557
C -4.236 -1.794 -1.836
H -4.278 -2.752 -1.324
H -4.538 -1.972 -2.869
H -4.983 -1.147 -1.390
H -0.977 -1.844 -2.773
H -2.328 -2.947 -2.989
H -1.480 -2.893 -1.451
H -2.624 1.667 -1.368
C -2.761 2.354 0.637
C -4.629 1.367 -0.704
H -4.889 1.028 -1.702
H -5.002 2.388 -0.604
H -5.171 0.758 0.019
H -1.894 2.039 1.211
H -3.583 2.523 1.327
H -2.523 3.313 0.177
C -2.674 -2.645 1.293
H -4.284 -1.400 0.660
C -3.446 -0.515 2.398
H -2.845 -3.310 0.451
H -3.121 -3.109 2.172
H -1.604 -2.576 1.454
H -2.516 -0.062 2.724
H -3.762 -1.216 3.172
H -4.205 0.258 2.335
Cl 0.058 -0.601 2.240
H 0.221 -1.422 -0.763
P 2.332 0.431 -0.140
C 2.746 2.052 -1.021
C 3.368 0.502 1.410
C 3.071 -0.846 -1.297
C 1.748 3.175 -0.771
H 2.651 1.770 -2.070
C 4.162 2.567 -0.778
H 4.241 3.084 0.176
H 4.411 3.293 -1.553
H 4.924 1.796 -0.802
H 0.830 3.022 -1.327
H 2.185 4.119 -1.102
H 1.498 3.280 0.282
H 2.517 -0.606 -2.207
C 2.730 -2.285 -0.923
C 4.557 -0.714 -1.591
H 4.785 0.136 -2.226
H 4.901 -1.606 -2.116
H 5.150 -0.633 -0.680
H 1.977 -2.342 -0.142
H 3.606 -2.836 -0.591
H 2.337 -2.800 -1.799
C 2.812 1.554 2.364
H 4.349 0.838 1.073
C 3.557 -0.841 2.102
H 3.133 2.560 2.109
H 3.163 1.346 3.376
H 1.727 1.540 2.373
H 2.612 -1.331 2.310
H 4.064 -0.682 3.055
H 4.175 -1.514 1.517
O -0.277 4.324 0.759
C -0.153 3.670 1.784
N -0.153 4.296 2.995
C -0.244 3.331 4.047
C -0.377 2.137 3.197
O -0.790 1.138 3.748
N -0.085 2.275 1.819
C 1.025 3.205 4.935
C 1.585 1.938 5.274
C 2.685 1.826 6.121
C 3.259 2.967 6.665
C 2.725 4.223 6.367
C 1.614 4.344 5.515
C -1.522 3.475 4.900
C -1.498 3.278 6.306
C -2.675 3.296 7.056
C -3.899 3.517 6.429
C -3.946 3.721 5.049
C -2.768 3.693 4.290
H -0.172 5.316 3.131
H 1.192 1.004 4.908
H 3.088 0.846 6.355
H 4.112 2.870 7.326
H 3.172 5.103 6.807
H 1.211 5.326 5.314
H -0.583 3.070 6.842
H -2.637 3.120 8.124
H -4.810 3.519 7.014
H -4.900 3.884 4.565
H -2.838 3.834 3.219
```

- Spin multiplicity: 4
- LUMO level (alpha / beta): 2.55 / 2.55 eV
- Net charge: -1
- HOMO level (alpha / beta): -0.167 / -0.162 hartree

---

Computed, not measured: a single C3H6N4 molecule, with wB97M-V/def2-TZVPD.

XYZ file:
```
13
Properties=species:S:1:pos:R:3
N 0.665 -2.220 -0.607
C 0.000 -0.978 -0.380
C -1.272 -0.418 -0.513
N -1.344 0.858 -0.017
C -0.127 1.125 0.322
N 0.337 2.371 0.788
N 0.703 0.105 0.158
H 0.242 -2.965 -0.019
H 0.470 -2.456 -1.619
H -2.132 -0.924 -0.873
H -0.458 2.969 1.077
H 1.178 2.307 1.514
H 1.739 0.225 0.168
```

- LUMO level: 0.86 eV
- Net charge: 0
- HOMO level: -0.284 hartree
- Energy above the lowest of the compared OMol25 structures with the same formula, charge and spin: 0.379 eV

---

Computed, not measured: C28H29ClNO5S5SeTi as an isolated structure, with wB97M-V/def2-TZVPD.

XYZ file:
```
71
Properties=species:S:1:pos:R:3
Ti 0.452 0.077 -0.608
C -0.613 0.400 4.246
C 0.679 1.157 4.566
S 1.425 2.092 3.208
C 0.320 3.518 3.070
C -1.129 3.250 2.670
S -1.264 2.070 1.288
C -2.984 1.555 1.550
C -3.356 0.213 0.901
S -2.042 -0.951 0.430
C -2.070 -2.214 1.733
C -1.963 -1.791 3.192
S -0.300 -1.318 3.758
H -1.122 0.862 3.405
H -1.267 0.410 5.122
H 1.462 0.462 4.877
H 0.516 1.835 5.407
H 0.804 4.149 2.323
H 0.319 4.077 4.010
H -1.595 4.199 2.398
H -1.686 2.849 3.521
H -3.658 2.312 1.148
H -3.136 1.503 2.632
H -3.913 0.409 -0.010
H -4.028 -0.333 1.566
H -1.243 -2.872 1.459
H -2.996 -2.782 1.608
H -2.287 -2.639 3.800
H -2.649 -0.972 3.415
Cl 6.940 0.293 2.442
C 5.277 0.076 1.944
C 4.504 -0.887 2.598
C 3.189 -1.043 2.212
C 2.629 -0.270 1.184
O 1.331 -0.382 0.932
C 3.436 0.683 0.497
C 2.935 1.465 -0.562
O 1.772 1.244 -1.100
C 4.778 0.843 0.930
H 4.935 -1.486 3.387
H 2.543 -1.760 2.699
H 3.533 2.260 -1.004
H 5.408 1.576 0.443
O -5.264 2.079 -1.508
S -4.177 2.374 -2.417
O -4.231 3.635 -3.106
N -2.748 2.175 -1.642
C -2.089 1.165 -2.155
O -0.949 0.745 -1.773
C -2.751 0.455 -3.275
C -2.301 -0.655 -3.975
C -3.119 -1.148 -4.981
C -4.346 -0.554 -5.273
C -4.796 0.553 -4.560
C -3.976 1.033 -3.565
H -1.356 -1.118 -3.717
H -2.802 -2.015 -5.548
H -4.962 -0.966 -6.062
H -5.751 1.013 -4.777
Se 0.536 -2.312 -1.614
C 2.269 -2.546 -2.383
C 2.711 -3.829 -2.704
C 3.965 -4.028 -3.258
C 4.807 -2.952 -3.500
C 4.374 -1.672 -3.181
C 3.118 -1.468 -2.632
H 2.064 -4.675 -2.509
H 4.289 -5.035 -3.498
H 5.790 -3.108 -3.926
H 5.020 -0.820 -3.356
H 2.791 -0.465 -2.392
```

- LUMO level (alpha / beta): 2.09 / 2.09 eV
- Net charge: -1
- HOMO level (alpha / beta): -0.107 / -0.107 hartree
- Energy above the lowest of the compared OMol25 structures with the same formula, charge and spin: 0.313 eV

---

One value per record, in order, for total energy: -2546.28968 -3714.27196 -336.93532 -7217.52253 hartree.